*a*
This record from the Open Molecules 2025 dataset describes a 2-piece molecular cluster, C2H5NO3 overall. The level of theory is wB97M-V/def2-TZVPD.

Output
HOMO-LUMO gap   0.375 Ha
SMILES   CC#[N+][O-].OO
LUMO   0.6 eV

Positions of all 11 atoms, in Å:
O1 -1.2977 -1.7168 -1.6930
O2 -1.7455 1.1517 0.3591
O3 -0.9543 0.4627 1.3699
N1 -0.2888 -1.2100 -1.2170
C1 0.4813 -0.7463 -0.4830
C2 1.5906 0.1179 -0.0244
H1 -1.6746 0.3209 1.9228
H2 1.7465 -0.0377 1.0370
H3 2.4685 -0.0591 -0.6548
H4 -1.5131 0.6047 -0.4792
H5 1.1870 1.1120 -0.1374

*b*
This record from the Open Molecules 2025 dataset describes a 2-piece molecular cluster, C2H5NO3 overall. The level of theory is wB97M-V/def2-TZVPD.

Output
HOMO-LUMO gap   0.371 Ha
SMILES   C=NO.O=CO
LUMO   -0.2 eV

Positions of all 11 atoms, in Å:
O1 1.2222 1.5245 1.0134
O2 -0.9838 2.0181 0.7599
O3 -0.6992 0.1436 -0.9420
N1 -0.5754 -1.3570 -0.2421
C1 -0.0952 1.1701 0.8798
C2 0.2675 -2.0589 -0.8719
H1 0.9632 -2.7160 -0.3319
H2 -1.5378 0.5147 -0.6065
H3 1.2399 2.4896 0.8860
H4 -0.2590 0.1873 1.4015
H5 0.4576 -1.9160 -1.9462

*c*
This record from the Open Molecules 2025 dataset describes one molecule with the formula C2H5NO3. The level of theory is wB97M-V/def2-TZVPD.

Output
HOMO-LUMO gap (alpha / beta)   0.325 / 0.325 Ha
SMILES   O=NCC(O)O
LUMO (alpha / beta)   -1.0 / -1.0 eV

Positions of all 11 atoms, in Å:
O1 -1.6811 0.2668 -0.5742
O2 -0.3451 -1.4730 -0.1065
O3 0.4230 -0.1499 1.8910
N1 0.3830 0.8672 1.1153
C1 0.8652 0.6586 -0.1502
C2 -0.4168 -0.2811 -0.6783
H1 -0.1689 -0.2583 -1.7504
H2 -1.9133 0.2499 0.3422
H3 0.0494 -1.2458 0.8720
H4 1.0163 1.4264 -0.8270
H5 1.7883 -0.0609 -0.1339

Q: Which of them is the least stable? A: *a*.

*a*
This record from the Open Molecules 2025 dataset describes one molecule with the formula C5H9FO. The level of theory is wB97M-V/def2-TZVPD.

Output
HOMO-LUMO gap   0.436 Ha
SMILES   CC(C)(C)C(=O)F
LUMO   0.8 eV

Positions of all 16 atoms, in Å:
F1 2.1942 1.1228 0.0750
O1 2.3157 -1.1051 0.0365
C1 1.5904 -0.1459 0.0220
C2 -0.3947 0.7067 -1.2699
C3 -0.2406 0.7556 1.2112
C4 0.0799 -0.0900 -0.0957
C5 -0.5348 -1.4827 0.0671
H1 0.1000 1.6780 -1.4558
H2 -1.3989 1.0096 -1.0481
H3 -0.7772 -1.7974 1.0738
H4 -0.2490 0.1206 -2.2336
H5 0.0323 -2.2729 -0.3756
H6 -1.5094 -1.3740 -0.4184
H7 -0.0795 0.1392 2.0640
H8 -1.3671 1.0826 1.1091
H9 0.2387 1.6529 1.2386

*b*
This record from the Open Molecules 2025 dataset describes one molecule with the formula C5H9FO. The level of theory is wB97M-V/def2-TZVPD.

Output
HOMO-LUMO gap   0.424 Ha
SMILES   C[C@@H](F)C[C@@H]1CO1
LUMO   1.1 eV

Positions of all 16 atoms, in Å:
F1 0.8728 1.5708 -0.1641
O1 -2.1240 -0.0011 0.9700
C1 -0.1534 -0.7403 -0.4090
C2 -1.6309 -0.4513 -0.3055
C3 0.8226 0.2218 0.3237
C4 -2.0331 0.9542 -0.0917
C5 2.2547 -0.2482 0.3240
H1 2.4698 -1.1753 0.7643
H2 0.1743 -0.7548 -1.4960
H3 -1.2095 1.6772 -0.1254
H4 2.8733 0.4893 0.8729
H5 -3.0254 1.2730 -0.5408
H6 0.2999 0.3236 1.3255
H7 -2.2987 -1.0935 -0.8225
H8 2.6757 -0.3458 -0.7008
H9 0.0319 -1.6996 0.0754

Q: Which of them is the least stable? A: *b*.

*a*
This record from the Open Molecules 2025 dataset describes a 2-piece molecular cluster, C4H11PS overall. The level of theory is wB97M-V/def2-TZVPD.

Output
HOMO-LUMO gap   0.346 Ha
SMILES   CP(C)S.C=C
LUMO   0.8 eV

Positions of all 17 atoms, in Å:
S1 2.3381 1.4227 -0.8271
P1 0.4074 0.8689 -0.1941
C1 0.1432 -2.4244 1.6169
C2 -0.6617 0.6248 -1.6760
C3 -0.7966 -3.1994 0.9680
C4 0.0391 2.7163 0.2244
H1 -1.3506 -2.8194 0.1204
H2 -1.4384 -4.0063 1.3752
H3 -0.9212 2.8938 0.7455
H4 2.9113 0.1169 -0.6592
H5 -0.1824 0.1339 -2.5178
H6 0.8482 3.0456 0.8158
H7 0.0236 3.1927 -0.6743
H8 -1.1362 1.6600 -1.9983
H9 0.4698 -2.6835 2.6378
H10 -1.4754 0.0168 -1.0916
H11 0.7817 -1.5593 1.1343

*b*
This record from the Open Molecules 2025 dataset describes a 2-piece molecular cluster, C4H11PS overall. The level of theory is wB97M-V/def2-TZVPD.

Output
HOMO-LUMO gap (alpha / beta)   0.287 / 0.293 Ha
LUMO (alpha / beta)   -0.1 / 0.2 eV

Positions of all 17 atoms, in Å:
S1 1.7750 1.1558 0.6645
P1 2.7269 -1.5746 -0.2097
C1 -1.3860 0.0737 0.6484
C2 -2.0516 1.0720 -0.3055
C3 -0.7408 -1.0843 -0.0409
C4 1.6197 -0.1861 -0.4933
H1 0.3901 1.5583 0.3962
H2 -0.5489 -2.0280 0.3935
H3 -2.1359 -0.3262 1.2985
H4 3.9484 -1.1985 -0.8190
H5 1.6324 0.1172 -1.4820
H6 3.0055 -1.3435 1.2509
H7 -3.0447 0.8481 -0.6391
H8 -1.4057 1.2822 -1.2102
H9 -0.7095 0.8214 1.3026
H10 -2.1028 1.9642 0.3050
H11 -0.9719 -1.1516 -1.0600

Q: Which of them is the least stable? A: *b*.

*a*
This record from the Open Molecules 2025 dataset describes one molecule with the formula C4H7F. The level of theory is wB97M-V/def2-TZVPD.

Output
HOMO-LUMO gap   0.393 Ha
SMILES   CC/C=C/F
LUMO   1.0 eV

Positions of all 12 atoms, in Å:
F1 -2.6650 0.0164 -0.0968
C1 -1.3153 -0.2332 -0.0369
C2 -0.1454 0.4375 -0.0370
C3 2.6467 -0.0231 -0.2343
C4 1.1913 -0.1094 0.3586
H1 0.7562 -1.2409 0.5218
H2 3.5864 -0.1415 0.4969
H3 -1.0122 -1.3028 -0.0767
H4 -0.4592 1.5984 0.1587
H5 1.2135 0.2216 1.3103
H6 2.7333 0.9141 -0.5315
H7 2.9041 -0.6274 -1.3106

*b*
This record from the Open Molecules 2025 dataset describes C4H7F as an isolated structure. The level of theory is wB97M-V/def2-TZVPD.

Output
HOMO-LUMO gap   0.370 Ha
LUMO   0.9 eV

Positions of all 12 atoms, in Å:
F1 -0.1312 1.2845 1.4627
C1 0.7320 -0.7479 0.2299
C2 -1.0285 0.7192 -0.6096
C3 0.6727 -1.5873 -1.2729
C4 -0.0792 0.3411 0.5084
H1 1.6955 -2.1097 -1.4981
H2 0.0479 -0.8612 -1.9732
H3 -0.5241 0.7791 -1.8623
H4 1.4008 -1.1188 0.8816
H5 -2.0714 -0.0254 -0.4573
H6 0.0708 -2.5552 -1.1289
H7 -1.2210 1.9807 -0.2616

Q: Which of them is the least stable? A: *b*.